# 1
Density functional theory data (ωB97M-V with the def2-TZVPD basis set) for a single C6H9F molecule.

Computed properties:
* ΔE to the lowest compared entry with this formula, charge and spin: 48.07 kcal per mole
* SMILES: C=C/C(=C\C)CF

The geometry in ORCA input format:
```
! wB97M-V def2-TZVPD RIJCOSX def2/J DEFGRID3
* xyz 0 1
C -1.53139 1.70717 0.12139
C -0.28046 1.19682 -0.12111
C 0.18752 -0.14694 0.07082
C -0.62854 -1.15428 0.28891
C -2.01133 -1.23209 -0.33818
C 1.64292 -0.29380 0.55452
F 2.49078 0.02440 -0.56555
H -1.77185 2.78513 0.12190
H -2.34764 1.03317 0.57644
H 0.64836 1.83897 -0.45200
H -0.14484 -2.05228 0.61316
H -2.78981 -1.47860 0.44551
H -1.96788 -1.98332 -1.25839
H -2.21155 -0.09922 -0.64319
H 1.93188 -1.22497 0.90990
H 1.96406 0.50024 1.31846
*
```

Results of the Mulliken charge analysis, in e, for atoms 1 through 8: C -0.802; C -0.250; C 0.825; C -0.448; C -1.009; C -0.462; F -0.316; H 0.278

---

# 2
Density functional theory data (ωB97M-V with the def2-TZVPD basis set) for a single C6H9F2NO2 molecule.

Computed properties:
* ΔE to the lowest compared entry with this formula, charge and spin: 18.25 kcal per mole
* SMILES: N[C@H]1C[C@@H](C(=O)O)CC1(F)F

The geometry in ORCA input format:
```
! wB97M-V def2-TZVPD RIJCOSX def2/J DEFGRID3
* xyz 0 1
N 1.06906 -0.89711 1.07173
C -0.15332 -0.21436 1.29070
C -0.13548 1.20039 0.68686
C -0.24829 0.86139 -0.85908
C 1.03760 0.89221 -1.64033
O 1.26178 1.81301 -2.44660
O 1.96253 -0.00352 -1.39485
C -0.86917 -0.48429 -0.94274
C -1.22211 -0.80054 0.49063
F -2.40091 -0.21720 0.88872
F -1.29225 -2.13885 0.70105
H 0.85596 -1.97926 1.06078
H 1.65160 -0.80336 1.98352
H -0.48863 -0.20631 2.31836
H 0.84205 1.80047 0.92588
H -0.97614 1.85291 0.94105
H -0.76756 1.58187 -1.45723
H 1.75391 -0.50076 -0.62462
H -0.17994 -1.29856 -1.35184
H -1.70068 -0.45814 -1.64200
*
```

Results of the Mulliken charge analysis, in e, for atoms 1 through 8: N -0.620; C -0.359; C -0.881; C 0.294; C 0.279; O -0.637; O -0.512; C -1.159

---

# 3
Density functional theory data (ωB97M-V with the def2-TZVPD basis set) for a gas-phase ion, C6H9F3N3O2S (charge +1).

Computed properties:
* SMILES: CS(=O)(=O)n1nc[nH+]c1CCC(F)(F)F

The geometry in ORCA input format:
```
! wB97M-V def2-TZVPD RIJCOSX def2/J DEFGRID3
* xyz 1 1
C 1.41367 -2.20807 1.37609
S 1.85766 -1.51835 -0.31618
O 3.29360 -1.87398 -0.64126
O 1.01082 -2.09774 -1.41278
N 1.67124 0.23123 -0.15643
N 2.68719 0.98599 0.41434
C 2.13885 2.30532 0.39131
N 0.80061 2.41118 -0.18194
C 0.54457 1.03463 -0.52013
C -0.86612 0.57354 -1.16784
C -1.87819 0.42669 0.10787
C -3.22481 -0.34277 -0.24973
F -2.96910 -1.73963 -0.43928
F -3.87064 0.22245 -1.36748
F -4.08832 -0.26592 0.89199
H 0.27819 -2.15244 1.46648
H 1.89612 -1.47383 2.12467
H 1.81548 -3.27983 1.49152
H 2.67006 3.21876 0.80802
H 0.17207 3.22194 -0.29605
H -1.24193 1.38552 -1.90028
H -0.77798 -0.38415 -1.78104
H -1.28491 -0.18965 0.88469
H -2.04815 1.50909 0.47344
*
```

Results of the Mulliken charge analysis, in e, for atoms 1 through 8: C -0.814; S 1.008; O -0.540; O -0.529; N 0.547; N -0.578; C -0.088; N -0.052

---

| no. | HOMO-LUMO gap (eV) | HOMO level (eV) |
| --- | --- | --- |
| 1 | 9.5 | -8.92 |
| 2 | 10.4 | -9.90 |
| 3 | 9.9 | -14.87 |